Record 1
23
Properties=species:S:1:pos:R:3:lowdin_charge:R:1 method="wB97M-V/def2-TZVPD" spin_multiplicity=3 homo_lumo_gap_ev="7.03 / 7.11" total_charge=+2
Pr -0.2089 1.9435 -0.7271 1.05
O -0.2212 0.8910 -4.4168 0.20
O -2.8280 -0.9787 -0.5825 0.18
O -3.9112 2.3379 -2.0062 0.19
O -2.3138 3.1007 2.2537 0.20
O 0.7485 4.0486 -1.1461 -0.20
N 1.4079 -2.1932 1.2029 -0.15
N 0.6605 0.0165 0.3890 0.02
C 0.5321 -3.1362 1.9282 0.02
C -2.8249 2.2945 -1.6471 -0.03
C -0.4084 4.3025 -1.5143 -0.16
C -2.0982 -0.0888 -0.6557 -0.01
C 2.8117 -2.5729 0.9682 0.02
C 0.9744 -1.0542 0.7784 -0.18
C -1.7361 2.7298 1.3281 0.05
C -0.2864 1.1966 -3.3077 0.06
H 0.0756 -2.6370 2.7954 0.11
H -0.2712 -3.5057 1.2726 0.11
H 1.1566 -3.9717 2.2593 0.10
H -0.7423 5.2838 -1.9110 0.09
H 3.0104 -2.6938 -0.1071 0.11
H 2.9878 -3.5171 1.4881 0.10
H 3.4850 -1.7962 1.3579 0.11



Record 2
77
Properties=species:S:1:pos:R:3:lowdin_charge:R:1 method="wB97M-V/def2-TZVPD" homo_lumo_gap_ev=4.92 total_charge=+1
Si -1.8448 -0.1668 -2.3768 0.38
F 0.2972 5.9740 5.9758 0.14
F 2.0500 4.8927 6.7533 0.14
F 0.0265 4.1433 7.1667 0.14
O -0.9593 -0.9495 -1.2251 -0.19
N 1.3460 -0.4157 -0.1242 -0.03
C 2.9195 3.9048 -1.4140 -0.05
C 0.5788 4.5068 -1.6576 -0.05
C 0.7742 -3.5854 -4.2188 -0.07
C 0.8023 4.7166 6.2043 -0.50
C 0.9200 2.5796 2.4449 -0.15
C 1.0101 -1.8184 -0.1993 -0.25
C 2.5957 3.0455 -0.3674 -0.04
C -1.3462 -4.5910 -3.6665 -0.07
C -0.3769 -2.1733 -0.8352 -0.32
C -3.0104 -2.5002 1.9067 -0.07
C -1.3290 -3.9365 -2.4294 -0.05
C 0.7240 -2.8270 -3.0437 -0.05
C -0.2777 -3.0696 -2.0973 -0.14
C 1.9104 4.6075 -2.0890 -0.05
C 1.6208 3.8123 2.6591 0.06
C 1.3179 -2.2893 1.2352 -0.11
C 2.5297 -1.4279 1.6277 -0.14
C 1.5589 4.4934 3.8584 0.03
C -2.3586 1.3624 -1.4586 -0.14
C 1.2408 2.8465 0.0099 -0.23
C -2.0878 -1.9563 1.0090 -0.03
C 0.1964 2.7097 4.7847 0.04
C 0.8522 3.9355 4.9212 -0.06
C 2.6527 -0.3613 0.5272 -0.19
C 0.2492 3.6380 -0.6236 -0.03
C -0.2712 -4.4536 -4.5470 -0.07
C -3.0244 -3.8725 2.1562 -0.08
C -1.2563 -4.1806 0.5307 -0.05
C -0.7043 0.1156 -3.8203 -0.15
C 0.8618 2.0059 1.1417 0.14
C -2.1285 -4.7085 1.4863 -0.06
C -1.2678 -2.7997 0.2590 -0.17
C 0.2342 2.0356 3.5713 0.06
C -3.2738 -1.2093 -2.9301 -0.14
H 1.4490 -2.0272 -2.8742 0.12
H 3.4645 -0.6688 -0.1647 0.13
H -0.7747 3.5764 -0.2470 0.12
H -3.7651 -1.6940 -2.0766 0.04
H -1.5358 1.7660 -0.8580 -0.01
H 3.3816 2.5272 0.1927 0.12
H -3.1999 1.1457 -0.7861 0.05
H 1.6313 -3.4611 -4.8794 0.11
H -0.5772 -4.8444 -0.0148 0.13
H 2.0445 5.4640 3.9622 0.15
H 3.9692 4.0168 -1.7034 0.12
H -2.0175 -0.8763 0.8632 0.11
H 2.1631 5.2382 -2.9428 0.12
H -0.2113 5.0985 -2.1297 0.12
H -3.9954 -0.5472 -3.4333 0.04
H 2.3815 -0.9630 2.6079 0.10
H 0.2512 1.1161 0.9913 0.12
H 2.1652 4.2668 1.8301 0.13
H 2.8718 0.6463 0.8873 0.08
H -2.6812 2.1362 -2.1680 0.04
H 1.7813 -2.2936 -0.8332 0.14
H -3.7308 -4.2918 2.8731 0.11
H -2.9493 -1.9814 -3.6402 0.03
H -0.2538 -5.0097 -5.4890 0.11
H -2.2104 -5.2049 -3.9233 0.11
H -0.3569 2.3072 5.6308 0.14
H 0.2724 0.5158 -3.5167 0.03
H -3.7067 -1.8276 2.4029 0.10
H -0.5382 -0.8237 -4.3645 0.03
H 1.5147 -3.3651 1.2667 0.12
H 1.2830 0.0845 -1.0098 0.12
H -1.1775 0.8301 -4.5089 0.04
H -2.1575 -4.0871 -1.7334 0.12
H 0.4575 -2.0874 1.8869 0.11
H -2.1097 -5.7794 1.6890 0.11
H 3.4361 -2.0372 1.6639 0.11
H -0.3212 1.1019 3.4434 0.14